# C5H36NO15

14 unconnected molecules or ions with the total composition C5H36NO15 in a non-equilibrium geometry (ωB97M-V/def2-TZVPD, the OMol25 dataset).

The geometry in XYZ format:
```
57
Properties=species:S:1:pos:R:3:lowdin_charge:R:1
C 0.57 -3.13 -0.14 -0.266
O 0.09 -2.98 1.19 -0.110
C 1.73 -2.16 -0.44 -0.169
C 1.43 -1.09 -1.52 -0.208
C 0.35 -0.12 -1.11 -0.121
C 0.06 0.94 -2.12 -0.496
N -0.76 0.69 -3.20 0.178
O 0.56 2.05 -2.03 0.013
H -0.20 -2.98 -0.93 0.087
H 0.89 -4.15 -0.03 0.114
H 2.64 -2.73 -0.82 0.130
H 2.05 -1.66 0.47 0.097
H 2.42 -0.55 -1.78 0.115
H 1.11 -1.72 -2.35 0.103
H 0.88 0.38 -0.25 0.125
H -0.54 -0.64 -0.66 0.119
H -0.80 1.26 -4.03 0.104
H -1.13 -0.25 -3.31 0.042
H -0.25 -2.10 1.48 0.024
H -1.61 -1.17 2.36 0.018
O -0.98 -0.64 1.85 -0.307
H 1.90 -1.77 3.64 -0.019
H 2.84 -2.70 2.49 0.000
O 2.63 -2.33 3.34 -0.088
H 0.53 4.51 -0.46 0.009
H 1.15 3.78 -1.66 -0.001
O 1.27 4.57 -1.10 -0.103
H -2.56 -1.82 -3.00 0.028
H -1.17 -2.48 -3.37 0.035
O -1.89 -1.93 -3.69 -0.074
H -2.10 0.13 1.48 0.073
H -3.34 1.15 1.87 0.045
O -3.13 0.60 1.10 -0.200
H -1.81 -2.67 -0.59 0.009
H -3.20 -2.55 -0.68 0.005
O -2.47 -2.89 -1.27 -0.099
H -0.03 0.62 2.33 0.009
H 1.49 1.06 2.11 0.050
O 0.72 1.18 2.68 -0.075
H 2.98 3.21 -0.23 0.039
H 1.57 3.07 0.30 -0.013
O 2.43 2.65 0.32 -0.072
H -0.03 -0.97 4.01 0.015
H 0.96 0.28 3.97 0.025
O 0.77 -0.61 4.41 -0.109
H 3.80 1.36 -2.11 0.040
H 3.48 0.76 -0.76 0.012
O 4.15 0.73 -1.46 -0.072
H -4.13 -1.01 0.53 0.035
H -4.10 -0.87 -0.98 0.057
O -4.39 -1.49 -0.29 -0.056
H -2.12 2.77 -0.63 0.042
H -2.40 1.89 0.63 0.007
O -2.14 2.85 0.33 -0.102
H -0.67 3.67 0.83 -0.003
H 0.49 3.80 2.02 0.035
O -0.01 4.20 1.31 -0.074
```

Computed properties:
Frontier orbital gap ... 9.82 eV
Lowest unoccupied orbital energy ... 2.484 eV
Charge ... -1
E ... -37974.7752 eV
Relative energy (zero: lowest compared OMol25 entry of this formula, charge and spin) ... 219.17 kJ/mol